DFT (the ωB97M-V functional and the def2-TZVPD basis) results for 14 unconnected molecules or ions with the total composition C91H186N14O9 in a non-equilibrium geometry.

The net charge is 0. Its lowest unoccupied orbital energy is 0.015 Ha. The HOMO-LUMO gap is 0.3131 hartree.

XYZ file:
```
300
C91H186N14O9, DFT the ωB97M-V functional and the def2-TZVPD basis
C -4.811 2.546 1.829
C -3.631 3.467 1.868
N -2.738 4.221 1.958
H -4.398 1.608 2.124
H -5.238 2.472 0.787
H -5.593 2.842 2.556
C -4.358 -1.367 -2.318
C -3.247 -1.206 -3.270
N -2.466 -1.129 -4.054
H -5.152 -0.651 -2.386
H -4.062 -1.468 -1.246
H -4.777 -2.305 -2.698
C 4.683 -4.696 -0.096
C 3.586 -4.004 0.616
N 2.751 -3.394 1.093
H 4.347 -5.094 -1.012
H 4.936 -5.522 0.573
H 5.579 -4.092 -0.268
C 4.335 0.041 3.894
C 4.173 0.426 5.325
N 3.866 0.754 6.386
H 4.980 0.766 3.319
H 3.395 -0.066 3.441
H 4.744 -0.991 3.896
C -1.761 3.284 5.600
C -2.881 2.422 5.236
N -3.599 1.746 4.635
H -2.024 4.302 5.196
H -0.868 3.007 4.997
H -1.607 3.392 6.704
C 2.089 2.515 8.639
C 2.081 3.925 9.213
C 3.523 4.351 9.464
C 4.348 4.604 8.216
C 3.641 5.599 7.370
C 2.168 5.301 7.035
N 1.466 4.905 8.283
O 0.105 4.613 8.003
C 1.502 6.630 6.579
C 2.051 4.276 5.894
C 1.252 3.929 10.470
H 1.153 2.131 8.282
H 2.315 1.763 9.401
H 2.770 2.332 7.791
H 3.472 5.311 10.004
H 4.038 3.627 10.078
H 4.614 3.653 7.655
H 5.293 5.020 8.478
H 4.080 5.774 6.369
H 3.662 6.588 7.824
H 0.456 6.416 6.304
H 1.483 7.435 7.266
H 2.073 7.076 5.700
H 2.248 4.717 4.911
H 2.805 3.502 5.972
H 1.058 3.769 5.907
H 0.209 3.547 10.312
H 1.124 4.906 10.902
H 1.565 3.226 11.256
H -0.280 5.356 8.509
C 2.944 -0.894 -5.523
C 1.910 0.149 -6.019
C 0.541 -0.284 -5.634
C -0.489 0.681 -6.119
C -0.189 1.943 -5.289
C 1.208 2.450 -5.458
N 2.232 1.367 -5.298
O 3.518 1.799 -5.564
C 1.290 3.212 -6.829
C 1.661 3.426 -4.276
C 2.093 0.305 -7.522
H 2.699 -0.930 -4.432
H 3.971 -0.669 -5.743
H 2.700 -1.834 -5.965
H 0.431 -1.373 -5.900
H 0.559 -0.284 -4.522
H -1.474 0.292 -5.880
H -0.377 0.884 -7.149
H -0.445 1.706 -4.250
H -0.844 2.807 -5.489
H 0.726 2.787 -7.616
H 0.847 4.207 -6.676
H 2.352 3.382 -6.990
H 2.678 3.698 -4.621
H 1.028 4.332 -4.088
H 1.837 2.775 -3.377
H 2.033 -0.687 -8.017
H 3.138 0.594 -7.712
H 1.350 0.957 -7.949
H 3.918 1.658 -4.685
C 2.592 4.949 -0.972
C 2.175 6.409 -0.816
C 0.820 6.639 -1.580
C -0.304 5.912 -0.968
C -0.438 6.313 0.497
C 0.786 6.221 1.333
N 1.907 6.829 0.574
O 3.126 6.486 1.303
C 0.566 7.067 2.549
C 1.050 4.798 1.777
C 3.217 7.321 -1.446
H 1.844 4.162 -0.741
H 3.425 4.721 -0.378
H 2.856 4.811 -2.029
H 0.635 7.743 -1.660
H 1.010 6.269 -2.582
H -0.209 4.814 -1.076
H -1.195 6.177 -1.526
H -1.329 5.815 0.897
H -0.649 7.418 0.397
H -0.383 6.769 3.049
H 1.342 6.985 3.273
H 0.496 8.129 2.287
H 0.342 4.566 2.618
H 0.933 4.053 1.026
H 2.029 4.574 2.175
H 3.375 7.188 -2.502
H 4.198 7.320 -0.980
H 2.940 8.369 -1.344
H 3.572 7.342 1.498
C -0.881 -5.405 2.855
C -1.252 -6.463 1.776
C -2.443 -7.323 2.237
C -3.151 -8.052 1.134
C -3.534 -7.049 0.075
C -2.409 -6.243 -0.461
N -1.653 -5.710 0.614
O -0.569 -4.967 0.035
C -1.626 -6.996 -1.493
C -3.020 -5.031 -1.225
C 0.049 -7.459 1.609
H 0.030 -4.924 2.705
H -0.770 -5.914 3.785
H -1.608 -4.630 3.036
H -2.152 -8.037 3.053
H -3.135 -6.526 2.616
H -4.141 -8.461 1.328
H -2.531 -8.939 0.760
H -4.178 -6.396 0.607
H -4.142 -7.253 -0.848
H -2.351 -7.317 -2.342
H -0.831 -6.439 -1.941
H -1.169 -7.884 -1.152
H -3.664 -4.537 -0.548
H -2.231 -4.366 -1.625
H -3.601 -5.399 -2.066
H 0.344 -7.805 2.664
H 0.930 -6.962 1.164
H -0.272 -8.270 1.022
H -0.689 -4.047 0.366
C 4.578 -1.136 -2.572
C 5.502 -0.350 -1.659
C 6.586 -1.262 -1.039
C 7.748 -1.526 -1.986
C 8.276 -0.164 -2.492
C 7.253 0.715 -3.284
N 6.124 0.776 -2.360
O 5.007 1.519 -2.873
C 7.816 2.188 -3.423
C 6.899 0.185 -4.672
C 4.721 0.129 -0.432
H 5.052 -1.959 -3.087
H 4.084 -0.491 -3.280
H 3.824 -1.571 -1.905
H 7.011 -0.750 -0.177
H 6.175 -2.225 -0.809
H 7.560 -2.205 -2.851
H 8.582 -1.953 -1.477
H 9.101 -0.330 -3.213
H 8.743 0.447 -1.759
H 7.958 2.673 -2.450
H 8.805 2.066 -3.960
H 7.177 2.857 -4.032
H 6.053 0.749 -5.027
H 7.771 0.233 -5.362
H 6.550 -0.823 -4.629
H 5.465 0.520 0.337
H 4.163 -0.608 0.113
H 3.972 0.845 -0.684
H 4.672 2.163 -2.209
C -6.026 -3.154 5.197
C -6.081 -2.215 3.906
C -4.665 -1.901 3.491
C -3.843 -3.132 3.066
C -4.555 -3.630 1.808
C -6.001 -4.002 2.041
N -6.644 -2.914 2.776
O -8.028 -3.256 3.017
C -6.741 -4.089 0.637
C -6.192 -5.400 2.671
C -6.905 -0.941 4.260
H -7.036 -3.258 5.668
H -5.453 -2.568 5.947
H -5.580 -4.094 4.998
H -4.727 -1.212 2.618
H -4.120 -1.412 4.380
H -3.689 -3.840 3.837
H -2.880 -2.843 2.670
H -4.111 -4.550 1.520
H -4.586 -2.880 1.013
H -7.771 -4.449 0.761
H -6.722 -3.163 0.105
H -6.146 -4.819 0.059
H -5.451 -5.642 3.432
H -7.230 -5.450 3.018
H -6.047 -6.114 1.851
H -6.878 -0.125 3.478
H -6.325 -0.431 5.090
H -7.924 -1.257 4.578
H -8.120 -3.566 3.944
C -7.792 3.084 -2.765
C -6.542 3.803 -3.261
C -6.633 5.242 -2.776
C -5.319 6.032 -2.771
C -4.247 5.270 -2.041
C -4.005 3.843 -2.589
N -5.358 3.155 -2.570
O -5.247 1.795 -2.939
C -3.282 3.767 -3.941
C -3.125 3.138 -1.522
C -6.436 3.767 -4.796
H -7.821 3.116 -1.655
H -7.805 2.036 -3.126
H -8.786 3.491 -3.078
H -7.291 5.777 -3.484
H -6.977 5.353 -1.701
H -5.457 6.972 -2.239
H -5.040 6.196 -3.812
H -4.462 5.138 -0.969
H -3.278 5.794 -2.127
H -2.271 4.011 -3.716
H -3.190 2.777 -4.333
H -3.769 4.404 -4.681
H -2.838 2.126 -1.922
H -2.231 3.797 -1.439
H -3.620 3.047 -0.563
H -6.444 2.720 -5.127
H -5.646 4.358 -5.347
H -7.412 4.003 -5.135
H -5.172 1.759 -3.912
C 3.281 -4.711 -3.942
C 1.841 -5.122 -3.681
C 1.156 -5.737 -4.938
C 1.797 -6.965 -5.558
C 1.617 -8.039 -4.473
C 2.183 -7.630 -3.178
N 1.613 -6.275 -2.772
O 2.296 -5.934 -1.544
C 1.610 -8.527 -2.081
C 3.681 -7.994 -3.101
C 1.074 -3.870 -3.110
H 3.420 -3.676 -4.292
H 3.650 -5.358 -4.709
H 3.962 -4.831 -3.132
H 0.138 -5.952 -4.740
H 1.167 -4.971 -5.695
H 2.807 -6.796 -5.984
H 1.158 -7.178 -6.504
H 2.102 -8.991 -4.660
H 0.576 -8.274 -4.318
H 1.992 -9.538 -2.148
H 1.954 -8.094 -1.192
H 0.530 -8.598 -2.100
H 4.101 -7.978 -2.101
H 3.803 -9.056 -3.402
H 4.318 -7.456 -3.895
H 0.759 -3.185 -3.908
H 1.686 -3.344 -2.362
H 0.318 -4.365 -2.475
H 1.663 -5.649 -0.898
C 0.176 1.574 2.648
C -0.262 0.123 2.411
C -1.795 -0.005 2.147
C -2.179 0.407 0.719
C -1.394 -0.332 -0.360
C 0.168 -0.150 -0.169
N 0.340 -0.570 1.192
O 1.806 -0.559 1.431
C 0.766 -1.160 -1.171
C 0.662 1.265 -0.572
C 0.079 -0.693 3.651
H -0.190 1.781 3.633
H -0.189 2.273 1.900
H 1.248 1.738 2.686
H -1.933 -1.100 2.232
H -2.366 0.445 2.926
H -2.072 1.466 0.704
H -3.189 0.157 0.529
H -1.579 0.251 -1.245
H -1.620 -1.431 -0.440
H 0.584 -2.192 -0.815
H 0.352 -0.896 -2.134
H 1.886 -1.089 -1.224
H 1.723 1.508 -0.241
H 0.599 1.391 -1.629
H 0.030 2.036 -0.126
H -0.835 -0.753 4.370
H 0.875 -0.309 4.268
H 0.254 -1.697 3.333
H 2.087 -1.486 1.416
```